1.
# C20H43GaNO12

A structure of composition C20H43GaNO12 (ωB97M-V with the def2-TZVPD basis set, OMol25).

- HOMO-LUMO gap: 6.93 eV
- Charge: -1
- E: -3670.139116 a.u.
- HOMO: -5.375 eV
- F_max: 10.254 eV Å⁻¹
- E_LUMO: 1.6 eV

Each line ends with the Mulliken charge.
CARTESIAN COORDINATES (ANGSTROEM)
1 Ga 9.21 -2.36 6.74  0.3514
2 O 7.07 -0.55 5.55  -0.5148
3 O 2.98 -0.42 -2.23  -0.6028
4 O 8.13 -2.30 5.02  -0.4357
5 O 1.36 -0.97 -0.89  -0.3473
6 O -9.12 -1.74 0.87  -0.5784
7 O 1.85 0.57 2.19  -0.4292
8 O -3.21 1.65 0.87  -0.5590
9 O -0.29 -2.88 -5.59  -0.5451
10 O -7.02 -1.11 0.81  -0.3526
11 O 3.74 0.79 3.27  -0.3970
12 O -1.04 1.97 0.86  -0.3544
13 O -0.20 -1.78 -7.49  -0.3482
14 N 7.22 -1.46 4.74  0.3027
15 C 0.75 2.28 2.52  -0.5898
16 C -2.43 3.30 2.40  -1.0902
17 C -2.26 2.27 1.31  0.7715
18 C 5.61 2.35 3.15  -1.0282
19 C 0.14 2.73 1.21  -0.5145
20 C -0.84 -1.15 -8.60  -0.4233
21 C -1.16 0.30 -8.34  -0.9484
22 C 1.85 -0.83 -2.14  0.7882
23 C -0.03 -1.18 -0.58  -0.2535
24 C -8.63 0.16 2.20  -0.8755
25 C 5.18 0.91 3.29  -0.2759
26 C -0.90 -2.29 -6.44  0.7762
27 C 3.05 0.74 2.13  0.6033
28 C 1.01 -1.26 -3.31  -1.0906
29 C -0.49 -2.61 -0.74  -1.1567
30 C 3.72 0.98 0.80  -0.2888
31 C -8.29 -0.96 1.24  0.7019
32 C -2.39 -2.06 -6.34  -1.0296
33 C -5.99 -0.15 1.10  -0.3210
34 C -5.37 -0.38 2.46  -0.7690
35 H -1.88 0.42 -7.53  0.2760
36 H -3.40 3.78 2.25  0.3414
37 H -0.11 -1.25 -9.41  0.3132
38 H 0.82 2.52 0.38  0.3106
39 H -6.09 -0.23 3.27  0.2737
40 H 3.20 0.40 0.04  -0.3441
41 H -5.25 -0.31 0.32  0.2714
42 H -1.58 0.76 -9.24  0.3493
43 H -7.97 1.02 2.17  0.3058
44 H 9.80 -0.93 7.12  -0.2335
45 H 6.70 2.41 3.23  0.3858
46 H 1.28 -0.63 -4.16  0.3692
47 H -0.64 -0.48 -1.15  0.3790
48 H 10.29 -3.39 6.21  -0.2633
49 H -2.82 -2.92 -5.83  0.3431
50 H 0.08 2.46 3.36  0.3535
51 H -1.52 -2.70 -0.41  0.3646
52 H 5.32 2.78 2.19  0.2892
53 H -8.60 -0.26 3.21  0.2442
54 H -4.54 0.32 2.60  0.1544
55 H -6.36 0.87 0.98  0.3291
56 H -0.25 0.84 -8.07  0.2941
57 H 0.13 -3.28 -0.14  0.3174
58 H 3.58 2.04 0.57  0.2324
59 H 4.79 0.76 0.77  0.4331
60 H -1.73 -1.71 -8.90  0.3644
61 H 1.67 2.83 2.69  0.2339
62 H -0.06 -1.22 -3.14  0.2734
63 H 1.27 -2.28 -3.58  0.3390
64 H -0.44 -2.94 -1.78  0.2803
65 H -2.54 -1.18 -5.71  0.2488
66 H -9.66 0.46 2.00  0.2984
67 H -4.98 -1.39 2.53  0.2991
68 H 5.63 0.27 2.53  0.3845
69 H 1.00 1.22 2.48  0.0857
70 H 8.11 -2.95 7.72  -0.2199
71 H -1.64 4.05 2.44  0.3866
72 H -0.08 3.80 1.19  0.3236
73 H 5.49 0.52 4.26  0.2814
74 H -0.08 -0.87 0.46  0.2644
75 H -2.89 -1.89 -7.28  0.3337
76 H 5.18 2.95 3.95  0.2887
77 H -2.46 2.78 3.35  0.2689


2.
# C20H43IrN2OP3

A structure of composition C20H43IrN2OP3 (ωB97M-V with the def2-TZVPD basis set, OMol25).

- HOMO-LUMO gap (spin up / spin down): 5.33 / 2.92 eV
- Charge: +4
- E: -2099.207982 a.u.
- HOMO (spin up / spin down): -17.589 / -19.611 eV
- Relative energy (zero: lowest compared OMol25 entry of this formula, charge and spin): 73.9 kcal/mol
- Multiplicity: 6
- F_max: 5.029 eV Å⁻¹
- E_LUMO (spin up / spin down): -12.3 / -16.7 eV

Each line ends with the Löwdin spin population.
CARTESIAN COORDINATES (ANGSTROEM)
1 Ir -0.20 -0.47 -0.05  1.5268
2 P -2.28 -0.85 0.76  0.1708
3 P -0.52 -2.03 -1.67  0.1249
4 P 0.61 -0.71 2.28  0.1994
5 O 2.02 -0.78 0.06  0.4933
6 N -0.39 1.40 0.66  0.1727
7 N -1.40 3.63 1.02  0.1669
8 C 0.97 -2.43 -2.61  0.0396
9 C -1.45 4.21 2.37  0.0163
10 C -1.12 -3.67 -1.12  0.0315
11 C 1.45 -2.32 2.49  0.0563
12 C -3.71 -0.91 -0.40  0.0176
13 C -0.41 -0.51 3.80  0.0165
14 C -2.48 -2.45 1.68  0.0395
15 C -3.06 0.34 1.93  0.0374
16 C -0.84 2.48 0.79  0.0287
17 C 0.98 3.27 -3.16  0.0069
18 C 5.60 -0.77 -0.53  0.2464
19 C 4.41 -0.75 0.16  0.3951
20 C -0.30 3.10 -3.55  0.0094
21 C -2.06 4.40 -0.04  0.0166
22 C 3.25 -0.15 -1.91  0.3912
23 C 4.48 -0.21 -2.56  0.2435
24 C 5.65 -0.52 -1.89  0.1905
25 C 3.15 -0.52 -0.52  0.1339
26 C -1.72 -1.43 -2.93  0.0193
27 C 1.85 0.61 2.54  0.0212
28 H 2.00 -2.35 3.43  0.0123
29 H -1.58 -2.76 2.23  0.0016
30 H 4.50 0.03 -3.61  0.0049
31 H 2.86 0.18 2.56  0.0017
32 H -3.69 -1.77 -1.07  0.0000
33 H -1.33 -1.10 3.75  0.0006
34 H -2.12 3.65 3.05  0.0092
35 H -0.44 4.26 2.82  0.0064
36 H -1.40 4.49 -0.91  0.0054
37 H 4.42 -1.00 1.22  0.0125
38 H -2.42 -2.21 -3.25  0.0029
39 H -2.38 0.73 2.71  0.0013
40 H 1.66 1.14 3.47  0.0022
41 H -2.22 -3.74 -1.14  0.0012
42 H 0.87 -3.41 -3.09  0.0055
43 H -3.50 1.16 1.34  0.0010
44 H 2.14 -2.49 1.66  0.0006
45 H -2.27 5.39 0.37  0.0007
46 H -1.13 -1.05 -3.77  -0.0002
47 H -3.31 -2.28 2.38  0.0063
48 H -0.77 -3.87 -0.10  0.0002
49 H -2.31 -0.59 -2.54  0.0024
50 H -3.88 -0.20 2.41  0.0051
51 H 0.71 -3.13 2.46  0.0003
52 H -3.76 0.04 -0.96  0.0009
53 H 6.59 -0.54 -2.43  0.0032
54 H 1.81 1.33 1.72  0.0023
55 H 1.24 3.80 -2.22  -0.0002
56 H -1.14 3.40 -2.91  0.0003
57 H -0.70 -4.43 -1.79  0.0033
58 H -4.61 -0.98 0.24  0.0057
59 H 1.85 2.91 -3.75  -0.0003
60 H -2.79 -3.23 0.97  0.0002
61 H 6.52 -0.98 -0.01  0.0050
62 H -3.01 3.93 -0.34  0.0093
63 H 1.09 -1.65 -3.37  0.0010
64 H 2.34 0.09 -2.48  0.0141
65 H -0.65 0.55 3.94  -0.0001
66 H 0.18 -0.85 4.67  0.0049
67 H -1.84 5.22 2.24  -0.0001
68 H -0.58 2.50 -4.45  0.0001
69 H -1.30 0.27 -1.05  0.0505
70 H 1.86 -2.44 -1.98  0.0038


3.
# C20H43N2OP3SV

A structure of composition C20H43N2OP3SV (ωB97M-V with the def2-TZVPD basis set, OMol25).

- HOMO-LUMO gap (spin up / spin down): 6.04 / 7.06 eV
- Charge: +3
- E: -3337.845581 a.u.
- HOMO (spin up / spin down): -16.854 / -17.433 eV
- Multiplicity: 3
- F_max: 3.432 eV Å⁻¹
- E_LUMO (spin up / spin down): -10.8 / -10.4 eV

Each line ends with the Löwdin spin population.
CARTESIAN COORDINATES (ANGSTROEM)
1 V -0.25 0.34 -1.27  1.0794
2 S -1.78 -0.89 0.25  -0.0288
3 P 1.25 1.20 0.40  -0.0019
4 P -1.01 2.41 -1.85  -0.0021
5 P 1.46 -0.22 -2.68  -0.0060
6 O -2.24 -1.18 -2.28  0.2650
7 N -2.16 0.45 2.56  -0.0020
8 N -1.47 -1.59 2.86  -0.0021
9 C -2.75 -2.30 -6.21  0.2555
10 C -1.89 -3.03 -5.37  0.0157
11 C -1.38 3.61 -0.53  0.0042
12 C -1.77 -0.67 1.93  -0.0044
13 C 1.80 -1.96 -2.13  -0.0054
14 C 2.32 2.65 0.00  -0.0030
15 C 0.02 3.41 -3.00  -0.0039
16 C -3.27 -0.79 -4.39  0.1450
17 C -2.20 0.31 4.00  -0.0003
18 C 1.07 -0.34 -4.46  0.0024
19 C -1.67 -2.64 -4.06  0.1438
20 C 3.12 0.58 -2.71  0.0036
21 C 2.49 -0.02 0.94  0.0072
22 C -2.39 -1.51 -3.51  0.1335
23 C -2.59 2.26 -2.73  0.0032
24 C -1.70 -1.12 4.21  -0.0003
25 C -3.43 -1.18 -5.71  0.0129
26 C 0.65 1.78 2.02  0.0000
27 C 0.03 -4.26 0.69  -0.0001
28 C 0.96 -3.68 1.46  0.0000
29 H -3.80 0.07 -3.99  0.0045
30 H -0.98 -3.86 0.51  -0.0001
31 H 0.79 0.98 2.76  -0.0001
32 H -3.22 0.44 4.36  -0.0001
33 H 0.98 3.65 -2.53  -0.0004
34 H -2.92 -2.63 -7.23  0.0107
35 H -1.01 -3.19 -3.39  0.0041
36 H -1.56 1.03 4.50  -0.0001
37 H 2.86 0.30 1.92  0.0005
38 H -4.09 -0.60 -6.36  -0.0030
39 H 2.65 -1.97 -1.43  0.0000
40 H 2.80 2.96 0.94  -0.0006
41 H -2.57 1.23 2.06  0.0000
42 H 3.68 0.37 -1.79  -0.0001
43 H -2.46 -1.73 4.70  -0.0001
44 H 1.98 -4.07 1.57  0.0000
45 H 0.43 -1.22 -4.65  0.0020
46 H -1.37 -3.91 -5.76  -0.0028
47 H 2.04 -2.58 -3.01  -0.0009
48 H -0.47 3.92 0.00  -0.0001
49 H -3.08 3.24 -2.74  -0.0003
50 H 0.92 1.37 -1.62  -0.0226
51 H -1.85 4.50 -0.97  0.0003
52 H -2.08 3.17 0.20  0.0000
53 H 0.75 -2.70 1.92  0.0000
54 H -0.42 2.03 1.99  -0.0003
55 H 3.70 0.24 -3.58  0.0002
56 H 0.23 -5.25 0.25  0.0000
57 H 2.05 -1.02 1.04  -0.0001
58 H 3.09 2.40 -0.73  -0.0001
59 H -0.80 -1.14 4.82  -0.0001
60 H 2.01 -0.44 -5.04  -0.0006
61 H 1.22 2.65 2.33  -0.0001
62 H -0.50 4.34 -3.26  -0.0007
63 H -1.17 -2.52 2.63  0.0000
64 H -2.43 1.91 -3.76  0.0007
65 H -3.23 1.52 -2.22  -0.0003
66 H 2.97 1.66 -2.80  -0.0002
67 H 3.34 -0.08 0.24  -0.0001
68 H 0.22 2.82 -3.91  0.0000
69 H 1.74 3.50 -0.39  -0.0002
70 H 0.92 -2.40 -1.62  -0.0001
71 H 0.55 0.57 -4.79  0.0000